1.
Here is a structure of composition C16H35Cl6N4O11SZn from OMol25. Energies are from ωB97M-V/def2-TZVPD.

Each line ends with the Mulliken charge.
Element x y z (Å)
Zn (0.935, -0.987, 6.578)  0.24
C (1.761, -2.359, 0.936)  -0.76
C (1.457, -1.986, 2.364)  0.66
O (0.401, -2.235, 2.990)  -0.67
O (2.350, -1.389, 3.012)  -0.62
H (2.803, -2.571, 0.694)  0.27
H (1.112, -1.728, 0.328)  0.20
H (1.441, -3.401, 0.945)  0.23
S (-2.110, 3.008, 5.839)  1.28
O (-1.490, 1.782, 6.340)  -0.49
O (-2.082, 4.103, 6.811)  -0.58
O (-1.580, 3.329, 4.542)  -0.37
O (-3.451, 2.753, 5.308)  -0.40
O (6.952, 4.370, 4.288)  -0.61
C (6.465, 3.255, 4.363)  0.59
N (5.357, 2.851, 3.762)  -0.33
C (7.372, 2.072, 5.068)  -0.91
H (4.767, 3.523, 3.293)  0.22
H (5.081, 1.880, 3.720)  0.19
H (8.012, 2.551, 5.810)  0.27
H (8.032, 1.643, 4.315)  0.25
H (6.734, 1.342, 5.566)  0.33
O (-6.430, -6.178, 3.422)  -0.60
C (-5.302, -5.799, 3.339)  0.62
N (-4.984, -4.493, 3.253)  -0.37
C (-4.039, -6.715, 3.451)  -0.88
H (-5.740, -3.830, 3.161)  0.22
H (-4.060, -4.124, 3.078)  0.19
H (-3.238, -6.180, 3.960)  0.32
H (-3.778, -7.079, 2.457)  0.23
H (-4.312, -7.522, 4.132)  0.27
O (-1.379, -5.355, -4.667)  -0.61
C (-2.090, -4.376, -4.699)  0.61
N (-2.347, -3.638, -3.663)  -0.35
C (-2.699, -4.031, -6.117)  -0.89
H (-1.962, -3.924, -2.774)  0.23
H (-2.899, -2.796, -3.737)  0.21
H (-1.956, -3.841, -6.892)  0.26
H (-3.201, -3.067, -6.035)  0.30
H (-3.485, -4.715, -6.435)  0.25
C (0.141, -9.618, -0.565)  0.09
Cl (1.515, -10.410, -1.341)  -0.12
Cl (-0.013, -10.058, 1.126)  -0.12
Cl (-1.408, -9.757, -1.478)  -0.12
H (0.423, -8.566, -0.523)  0.26
C (6.653, -4.611, -1.096)  0.10
Cl (7.161, -3.975, 0.441)  -0.10
Cl (7.613, -5.873, -1.860)  -0.13
Cl (6.428, -3.267, -2.197)  -0.13
H (5.661, -5.053, -1.007)  0.26
C (-3.160, 8.097, -2.160)  -0.78
O (-2.320, 7.510, -3.069)  -0.37
C (-2.754, 6.243, -3.596)  -0.35
C (-2.956, 5.203, -2.383)  -0.81
N (-1.867, 5.058, -1.380)  -0.37
C (-0.923, 3.925, -1.780)  -0.88
C (0.167, 4.276, -2.873)  -0.36
O (0.484, 5.656, -2.728)  -0.33
C (1.704, 5.857, -3.349)  -0.88
H (-4.215, 8.263, -2.375)  0.30
H (-2.741, 9.103, -2.144)  0.27
H (-2.985, 7.628, -1.191)  0.34
H (-1.958, 6.019, -4.306)  0.24
H (-3.692, 6.226, -4.153)  0.38
H (-3.141, 4.216, -2.807)  0.40
H (-3.803, 5.509, -1.769)  0.38
H (-1.310, 5.861, -1.635)  0.40
H (-1.407, 2.966, -1.967)  0.40
H (-0.438, 3.583, -0.865)  0.37
H (-0.378, 4.131, -3.805)  0.23
H (1.083, 3.705, -2.719)  0.48
H (1.715, 6.944, -3.267)  0.28
H (1.700, 5.604, -4.409)  0.34
H (2.605, 5.465, -2.875)  0.31

E_LUMO = -0.1076 Eh
Net charge = -1



2.
Here is an isolated molecule of C20H12FN3O3S2 from OMol25. Energies are from ωB97M-V/def2-TZVPD.

Each line ends with the Mulliken charge.
Element x y z (Å)
O (-1.938, -2.869, 2.308)  -0.63
C (-1.906, -2.051, 1.419)  0.08
N (-2.274, -0.750, 1.653)  -0.08
C (-2.155, 0.361, 0.830)  0.21
C (-3.098, 1.382, 0.924)  -0.29
C (-2.996, 2.480, 0.085)  -0.70
C (-1.973, 2.602, -0.844)  -0.34
C (-1.021, 1.597, -0.899)  0.19
C (-1.101, 0.487, -0.075)  -0.39
H (-0.333, -0.266, -0.122)  0.68
S (0.294, 1.750, -2.090)  -0.29
C (1.688, 1.400, -1.114)  0.49
N (1.676, 1.084, 0.125)  -0.26
C (2.940, 0.917, 0.615)  -0.34
C (3.263, 0.580, 1.926)  -0.47
C (4.593, 0.457, 2.269)  -0.56
C (5.601, 0.661, 1.331)  -0.44
C (5.302, 0.992, 0.023)  -0.53
C (3.970, 1.119, -0.329)  0.85
S (3.279, 1.530, -1.876)  -0.24
H (6.080, 1.152, -0.707)  0.38
H (6.634, 0.561, 1.628)  0.37
H (4.858, 0.201, 3.284)  0.38
H (2.472, 0.428, 2.643)  0.47
H (-1.924, 3.465, -1.489)  0.57
N (-3.985, 3.533, 0.185)  1.00
O (-4.806, 3.445, 1.070)  -0.62
O (-3.924, 4.435, -0.620)  -0.62
H (-3.916, 1.326, 1.625)  0.54
H (-2.744, -0.608, 2.540)  0.25
C (-1.518, -2.404, 0.020)  -0.13
C (-2.327, -2.096, -1.070)  1.08
C (-1.993, -2.472, -2.356)  -0.57
C (-0.821, -3.178, -2.566)  -0.39
C (-0.010, -3.516, -1.495)  -0.73
C (-0.362, -3.143, -0.211)  -0.28
H (0.256, -3.410, 0.633)  0.46
H (0.896, -4.079, -1.660)  0.43
H (-0.548, -3.471, -3.568)  0.41
H (-2.651, -2.212, -3.170)  0.47
F (-3.480, -1.419, -0.875)  -0.40

E_LUMO = -0.0249 Eh
SMILES = O=C(Nc1cc(Sc2nc3ccccc3s2)cc([N+](=O)[O-])c1)c1ccccc1F



3.
Here is a cluster of 13 separate species, C4H37N2O12 in total from OMol25. Energies are from ωB97M-V/def2-TZVPD.

Each line ends with the Mulliken charge.
Element x y z (Å)
C (-0.114, 1.420, -1.157)  -1.37
N (-1.092, 1.371, -0.050)  -0.22
C (0.510, 0.074, -1.472)  1.93
N (1.056, 0.234, -2.888)  0.03
C (1.855, -0.967, -3.308)  -0.81
C (1.554, -0.370, -0.463)  -1.33
H (0.636, 2.140, -0.848)  0.12
H (-0.635, 1.844, -2.030)  0.56
H (-1.427, 2.327, 0.013)  0.26
H (-1.823, 0.716, -0.289)  0.07
H (-0.127, -0.816, -1.526)  -0.55
H (1.590, 1.102, -2.892)  0.42
H (0.222, 0.301, -3.472)  0.40
H (2.897, -0.674, -3.184)  0.39
H (1.777, -1.400, -4.283)  0.35
H (1.595, -1.747, -2.607)  0.27
H (1.364, -0.008, 0.533)  -0.40
H (2.551, 0.037, -0.692)  0.27
H (1.694, -1.443, -0.508)  0.60
H (-1.037, -1.890, -2.992)  0.27
H (-1.546, -1.829, -4.453)  0.29
O (-1.171, -1.296, -3.746)  -0.60
H (-2.795, -2.510, 1.322)  0.36
H (-3.275, -3.831, 1.001)  0.31
O (-2.526, -3.267, 0.760)  -0.62
H (-0.013, -0.460, 3.438)  0.45
H (0.651, -1.206, 4.769)  0.25
O (0.647, -1.083, 3.820)  -0.64
H (0.261, 4.036, 1.263)  0.28
H (-0.105, 5.113, 0.336)  0.31
O (-0.466, 4.285, 0.677)  -0.61
H (1.691, 1.248, 2.172)  0.25
H (2.746, 2.306, 2.223)  0.29
O (1.850, 2.174, 1.896)  -0.49
H (1.965, -0.822, 2.853)  0.43
H (3.450, -0.201, 2.920)  0.25
O (2.718, -0.427, 2.344)  -0.63
H (-2.477, -0.110, 2.251)  0.39
H (-3.490, -0.314, 1.129)  0.29
O (-3.133, -0.753, 1.900)  -0.74
H (-0.673, 0.929, 1.661)  0.49
H (-1.325, 1.375, 3.000)  0.30
O (-0.886, 0.626, 2.587)  -0.78
H (1.196, -2.753, 2.297)  0.30
H (-0.168, -2.219, 2.057)  0.32
O (0.371, -2.989, 1.859)  -0.68
H (-2.345, -0.025, -2.658)  0.32
H (-3.794, 0.723, -2.292)  0.27
O (-2.872, 0.558, -2.108)  -0.58
H (3.442, 3.421, -1.759)  0.29
H (2.490, 3.439, -0.484)  0.26
O (2.598, 3.155, -1.391)  -0.59
H (-1.292, -2.908, -0.700)  0.28
H (0.062, -2.823, 0.046)  0.21
O (-0.379, -2.583, -0.788)  -0.47

E_LUMO = -0.0848 Eh
Net charge = +1
Relative energy (zero: lowest compared OMol25 entry of this formula, charge and spin) = 1.345 eV



The records above give, respectively, F_max values of 4.93 1.24 1.76 eV/Å.
The records above give, respectively, frontier orbital gap values of 2.3 8.0 10.3 eV.
The records above give, respectively, HOMO values of -0.192 -0.317 -0.465 Ha.